Record 1
{
  "formula": "C28H35BeF3N4O3P2S",
  "method": "the ωB97M-V functional and the def2-TZVPD basis",
  "energy_ev": -79668.726,
  "lumo_ev": [-0.13, -0.13],
  "e_homo_ev": [-7.485, -7.528],
  "relative_energy_ev": 0.0000,
  "elements": ["Be", "C", "C", "C", "C", "C", "C", "C", "C", "C", "H", "H", "H", "H", "H", "H", "H", "H", "H", "H", "H", "H", "H", "H", "H", "P", "P", "N", "N", "N", "N", "C", "C", "C", "C", "C", "C", "C", "C", "C", "C", "C", "C", "C", "C", "C", "C", "C", "C", "H", "H", "H", "H", "H", "H", "H", "H", "H", "H", "H", "H", "H", "H", "H", "H", "H", "H", "H", "H", "F", "C", "F", "F", "S", "O", "O", "O"],
  "positions_angstrom": [[0.552, -2.556, -0.869], [-1.567, 2.932, -0.917], [-2.167, 2.131, -1.806], [-1.733, 1.810, -3.201], [-0.526, 0.862, -3.354], [0.721, 1.615, -3.623], [1.080, 2.446, -2.639], [0.412, 3.762, -2.373], [-0.374, 3.855, -1.071], [2.002, -3.121, -0.259], [-2.020, 3.004, 0.077], [-3.074, 1.605, -1.509], [-1.530, 2.734, -3.745], [-2.594, 1.320, -3.670], [-0.375, 0.336, -2.407], [-0.743, 0.093, -4.086], [1.358, 1.308, -4.469], [1.809, 2.148, -1.872], [-0.238, 3.995, -3.220], [1.210, 4.519, -2.344], [0.326, 3.762, -0.227], [-0.765, 4.881, -0.985], [2.144, -2.966, 0.816], [2.875, -2.647, -0.732], [2.059, -4.207, -0.359], [1.582, -1.091, -7.072], [-2.016, -0.701, -7.078], [2.858, 0.070, -7.376], [2.385, -2.393, -8.121], [-2.144, 1.102, -7.382], [-3.596, -1.140, -7.795], [0.496, -0.438, -8.459], [-0.937, -1.019, -8.548], [3.783, 0.425, -6.382], [4.830, 1.126, -6.970], [4.552, 1.212, -8.372], [3.327, 0.591, -8.587], [2.386, -3.731, -7.727], [2.771, -4.525, -8.803], [3.047, -3.656, -9.907], [2.808, -2.358, -9.455], [-1.641, 1.911, -6.364], [-1.575, 3.225, -6.799], [-1.997, 3.229, -8.161], [-2.326, 1.922, -8.494], [-4.398, -0.580, -8.797], [-5.501, -1.400, -9.024], [-5.375, -2.528, -8.145], [-4.204, -2.354, -7.420], [0.981, -0.661, -9.429], [0.460, 0.660, -8.327], [-1.430, -0.598, -9.439], [-0.912, -2.116, -8.672], [3.594, 0.163, -5.355], [5.703, 1.523, -6.466], [5.175, 1.644, -9.140], [2.749, 0.517, -9.493], [2.119, -3.996, -6.715], [2.832, -5.602, -8.818], [3.364, -3.926, -10.906], [2.918, -1.431, -9.984], [-1.325, 1.460, -5.447], [-1.264, 4.063, -6.196], [-2.041, 4.078, -8.825], [-2.678, 1.526, -9.433], [-4.144, 0.354, -9.262], [-6.302, -1.210, -9.726], [-6.067, -3.359, -8.068], [-3.742, -2.973, -6.670], [-0.179, 0.377, 2.054], [0.029, -0.899, 1.688], [1.364, -1.119, 1.675], [-0.541, -1.736, 2.578], [-0.825, -1.180, 0.011], [-2.054, -0.503, -0.240], [0.352, -0.964, -0.958], [-0.798, -2.718, -0.047]]
}

Record 2
{
  "formula": "C21H84N42O21",
  "method": "the ωB97M-V functional and the def2-TZVPD basis",
  "energy_ev": -128731.091,
  "lumo_ev": -0.78,
  "e_homo_ev": -8.168,
  "relative_energy_ev": 15.9257,
  "elements": ["C", "O", "N", "N", "H", "H", "H", "H", "C", "O", "N", "N", "H", "H", "H", "H", "C", "O", "N", "N", "H", "H", "H", "H", "C", "O", "N", "N", "H", "H", "H", "H", "C", "O", "N", "N", "H", "H", "H", "H", "C", "O", "N", "N", "H", "H", "H", "H", "C", "O", "N", "N", "H", "H", "H", "H", "C", "O", "N", "N", "H", "H", "H", "H", "C", "O", "N", "N", "H", "H", "H", "H", "C", "O", "N", "N", "H", "H", "H", "H", "C", "O", "N", "N", "H", "H", "H", "H", "C", "O", "N", "N", "H", "H", "H", "H", "C", "O", "N", "N", "H", "H", "H", "H", "C", "O", "N", "N", "H", "H", "H", "H", "C", "O", "N", "N", "H", "H", "H", "H", "C", "O", "N", "N", "H", "H", "H", "H", "C", "O", "N", "N", "H", "H", "H", "H", "C", "O", "N", "N", "H", "H", "H", "H", "C", "O", "N", "N", "H", "H", "H", "H", "C", "O", "N", "N", "H", "H", "H", "H", "C", "O", "N", "N", "H", "H", "H", "H"],
  "positions_angstrom": [[12.314, 17.713, -2.830], [13.161, 16.909, -2.482], [11.305, 17.400, -3.537], [12.356, 18.963, -2.687], [10.963, 16.456, -3.641], [10.668, 18.133, -3.816], [13.115, 19.298, -2.110], [11.841, 19.606, -3.271], [13.811, 11.998, -11.398], [13.329, 11.423, -10.487], [14.116, 13.223, -11.570], [14.274, 11.336, -12.415], [14.450, 13.464, -12.492], [14.038, 13.926, -10.849], [14.031, 10.357, -12.363], [14.829, 11.797, -13.122], [9.421, 8.865, -14.056], [10.433, 9.136, -13.463], [9.150, 9.508, -15.117], [8.643, 7.892, -13.666], [9.639, 10.353, -15.376], [8.395, 9.232, -15.728], [7.788, 7.638, -14.139], [8.874, 7.521, -12.755], [10.234, 14.807, -5.234], [11.233, 14.871, -4.579], [9.382, 13.829, -5.181], [9.760, 15.702, -6.031], [9.476, 13.046, -4.550], [8.480, 13.978, -5.611], [10.435, 16.431, -6.214], [8.892, 15.576, -6.533], [6.158, 12.967, -3.453], [5.659, 12.441, -2.461], [7.063, 13.939, -3.404], [6.018, 12.591, -4.660], [7.400, 14.300, -2.523], [7.510, 14.277, -4.244], [6.100, 13.204, -5.458], [5.486, 11.733, -4.647], [10.379, 13.152, -14.154], [10.054, 14.207, -13.846], [10.251, 12.022, -13.438], [10.669, 12.874, -15.374], [10.079, 12.132, -12.449], [10.398, 11.084, -13.783], [11.160, 12.028, -15.625], [10.464, 13.550, -16.096], [8.494, 21.284, -9.922], [8.735, 21.807, -8.892], [8.816, 20.115, -10.319], [7.858, 21.899, -10.848], [8.570, 19.963, -11.287], [9.045, 19.494, -9.556], [7.270, 22.693, -10.639], [7.348, 21.283, -11.464], [13.686, 10.790, -6.036], [14.849, 10.587, -5.809], [13.166, 10.397, -7.133], [12.922, 11.344, -5.155], [12.305, 10.819, -7.450], [13.696, 9.793, -7.745], [13.373, 11.578, -4.282], [11.917, 11.248, -5.195], [14.743, 14.967, -14.650], [14.564, 13.864, -14.373], [14.785, 15.825, -13.652], [14.633, 15.624, -15.776], [14.654, 16.733, -14.073], [14.515, 15.561, -12.715], [14.174, 15.092, -16.500], [14.672, 16.631, -15.710], [6.630, 14.310, -7.798], [5.861, 13.710, -7.185], [6.967, 14.073, -9.026], [7.149, 15.444, -7.404], [7.703, 14.553, -9.523], [6.519, 13.311, -9.514], [7.306, 16.138, -8.121], [6.737, 15.799, -6.553], [7.027, 10.668, -10.843], [6.117, 9.866, -11.075], [7.255, 11.782, -11.450], [7.906, 10.460, -9.935], [8.140, 12.248, -11.308], [6.810, 11.830, -12.355], [7.877, 9.607, -9.396], [8.674, 11.074, -9.701], [10.677, 14.263, -1.096], [9.522, 14.071, -1.510], [10.903, 14.615, 0.172], [11.700, 14.449, -1.823], [10.194, 14.940, 0.814], [11.875, 14.698, 0.430], [11.502, 14.449, -2.813], [12.518, 14.843, -1.380], [10.116, 13.419, -9.472], [9.691, 12.394, -9.883], [10.359, 14.458, -10.185], [10.413, 13.652, -8.262], [10.533, 15.356, -9.758], [10.291, 14.390, -11.191], [10.614, 13.013, -7.507], [10.759, 14.567, -8.009], [12.920, 20.784, -7.282], [12.739, 20.235, -6.291], [12.334, 20.468, -8.342], [13.712, 21.800, -7.301], [12.275, 21.233, -9.000], [11.789, 19.618, -8.336], [13.764, 22.157, -8.245], [14.238, 22.304, -6.602], [9.535, 10.167, -2.870], [9.599, 10.361, -4.086], [9.206, 9.012, -2.387], [9.429, 11.142, -1.989], [9.289, 8.157, -2.917], [9.320, 9.040, -1.384], [9.308, 10.866, -1.025], [9.261, 12.047, -2.405], [12.991, 16.702, -7.481], [12.254, 16.002, -8.176], [13.009, 16.794, -6.211], [13.493, 17.796, -7.986], [13.613, 17.403, -5.677], [12.462, 16.172, -5.633], [14.105, 18.386, -7.441], [13.346, 17.853, -8.984], [11.652, 8.192, -10.437], [10.642, 7.493, -10.508], [11.859, 9.172, -11.321], [12.520, 8.039, -9.447], [12.465, 9.969, -11.191], [11.204, 9.043, -12.079], [12.448, 7.178, -8.923], [13.417, 8.327, -9.810], [8.041, 8.559, -6.776], [7.624, 7.650, -7.496], [7.349, 9.310, -6.059], [9.274, 8.701, -6.595], [6.354, 9.141, -6.083], [7.780, 9.836, -5.312], [9.463, 9.503, -6.011], [9.952, 8.168, -7.121], [13.411, 17.908, -11.396], [14.506, 17.981, -11.005], [12.690, 16.795, -11.309], [12.672, 18.925, -11.859], [12.946, 15.929, -10.856], [11.876, 16.681, -11.896], [11.812, 18.608, -12.284], [12.948, 19.893, -11.776], [10.124, 17.813, -14.096], [10.349, 17.567, -12.933], [10.147, 18.986, -14.598], [9.886, 16.857, -14.853], [10.089, 19.008, -15.606], [9.942, 19.800, -14.036], [9.706, 15.915, -14.536], [9.703, 17.044, -15.829], [7.538, 16.248, -11.138], [7.547, 17.083, -10.321], [8.488, 15.994, -11.929], [6.506, 15.565, -11.275], [8.602, 15.067, -12.313], [9.248, 16.648, -12.045], [5.681, 15.648, -10.698], [6.567, 14.937, -12.064]]
}